Record 1
ORCA calculation (ωB97M-V/def2-TZVPD) on a 5-piece molecular cluster, C16H36F2N4O8S overall at a distorted geometry.

SMILES string: CO[C@H](F)COCS(=O)(=O)F.CNC(C)=O.CNC(C)=O.CNC(C)=O.CNC(C)=O
HOMO (Eh): -0.3345

Geometry as XYZ:
```
67
Properties=species:S:1:pos:R:3:forces:R:3
H -2.948 0.990 -2.235 -0.32 0.13 -0.24
H -0.759 1.739 2.720 0.00 -0.05 -0.09
C -2.744 -0.023 -1.897 0.94 0.16 0.80
H 6.137 2.491 7.317 0.10 -0.05 0.10
C -0.015 0.319 -6.430 -0.07 0.03 0.08
H -1.539 -0.107 -7.635 0.01 0.00 -0.02
H 2.762 2.750 3.143 0.10 -0.13 -0.04
C -4.653 -1.063 -2.726 -1.00 -0.43 -0.83
O 0.121 2.594 4.764 0.06 -0.04 0.04
H 1.972 1.141 1.627 0.00 0.10 0.10
F -6.911 -2.222 -3.328 -0.35 0.23 -0.62
H -2.116 -0.455 -3.900 -0.04 -0.14 -0.30
H -3.464 -1.989 0.276 0.00 -0.01 -0.02
H -0.036 -0.172 -9.615 0.12 -0.05 -0.07
C 2.322 2.142 3.933 0.03 0.02 0.04
H 5.688 0.802 7.034 0.10 -0.04 0.11
O -5.775 -2.978 -1.380 0.38 -1.55 0.07
F -0.562 -0.176 -2.750 0.60 0.26 0.42
H -0.139 -3.087 -2.140 0.40 0.17 -0.07
H 1.838 -0.764 -6.298 0.07 0.03 -0.08
O 6.284 2.226 3.111 0.04 -0.02 0.00
H 2.690 1.118 3.855 0.09 0.04 -0.13
H 2.625 2.550 4.894 -0.14 0.03 0.04
H -4.478 -0.037 4.479 -0.12 -0.06 0.03
O -1.646 -0.737 1.438 -0.09 0.04 -0.02
H 1.977 0.849 -7.042 0.06 -0.09 -0.03
C 6.740 1.924 4.201 -0.11 0.04 -0.11
N -2.892 -0.706 3.299 -0.04 -0.05 -0.15
H -0.174 -1.776 -8.874 0.13 -0.03 -0.07
H -3.753 -1.570 4.992 -0.13 -0.04 0.02
C -2.692 -1.046 2.004 0.10 0.01 -0.01
H -2.213 0.072 -0.955 -0.02 -0.08 0.34
N 5.953 1.948 5.309 0.20 -0.06 0.00
H -1.603 -3.384 -1.253 -0.22 -0.17 0.13
N -0.535 -0.171 -7.587 0.20 0.00 0.05
H 5.004 2.233 5.118 -0.01 0.00 0.03
S -6.159 -1.801 -2.046 1.74 0.05 1.02
H -4.896 -0.213 -3.365 -0.18 0.30 0.12
H -2.120 -0.204 3.713 -0.02 -0.02 0.06
H 0.613 1.743 0.665 0.12 -0.07 -0.08
C 1.484 0.267 -6.263 0.00 0.03 0.04
H 7.353 1.334 6.753 0.02 0.00 -0.04
C -3.783 -1.801 1.293 0.10 -0.05 0.09
H 1.241 -0.766 -8.543 0.01 0.02 0.04
H 8.676 1.541 3.415 -0.08 0.03 -0.05
C 0.171 -0.753 -8.714 -0.44 0.06 0.06
C -1.015 -2.608 -1.726 -0.70 -0.42 -0.07
C 0.891 1.146 1.535 -0.32 -0.06 0.02
H 8.695 2.195 5.057 0.03 -0.09 0.07
H -0.773 -1.877 -0.968 0.19 0.28 0.09
H -4.700 -1.213 1.266 -0.07 -0.11 0.00
H -4.811 -1.521 3.573 0.02 -0.01 -0.06
C -1.808 -0.702 -2.887 -0.94 -0.03 -0.99
H 1.741 0.690 -5.297 -0.09 0.01 0.03
H 8.244 0.496 4.774 0.06 0.04 0.09
H -3.973 -2.757 1.782 -0.12 0.05 0.05
O -6.889 -0.874 -1.290 -1.28 1.43 -0.14
C 8.182 1.511 4.381 0.00 0.01 -0.04
N 0.248 1.694 2.715 0.22 0.05 0.10
H -4.222 -1.837 -3.355 0.22 -0.28 -0.07
C 6.311 1.624 6.678 -0.41 0.14 -0.17
C 0.815 2.168 3.850 -0.18 0.06 0.08
C -4.054 -0.978 4.127 0.33 0.20 0.11
H 0.536 0.128 1.389 0.08 -0.01 -0.14
O -0.744 0.779 -5.566 -0.09 0.00 -0.05
O -3.910 -0.764 -1.615 0.21 0.29 0.14
O -1.808 -2.075 -2.798 0.49 -0.11 0.20
```
Forces are in eV/Å.


Record 2
ORCA calculation (ωB97M-V/def2-TZVPD) on C16H36F6KN5O12S6 as an isolated structure at a distorted geometry.

Total charge: +1
2S+1: 2
HOMO (alpha / beta) (Eh): -0.4584 / -0.4584

Geometry as XYZ:
```
82
Properties=species:S:1:pos:R:3:forces:R:3
H 3.366 -5.862 -10.880 0.06 1.03 -0.18
H -0.095 -2.600 -7.158 0.37 0.11 0.21
O 2.374 -5.269 -4.204 -0.86 -2.15 -0.86
H 3.176 -6.250 -9.230 -0.16 -0.22 0.08
H -5.323 -10.716 -10.566 -0.10 -0.08 0.77
C -4.962 -13.701 -10.245 0.62 0.20 1.59
H 0.405 -4.590 -8.756 0.10 0.12 0.18
H -3.140 -12.358 -9.249 0.61 0.31 0.58
H 0.968 -3.345 -9.896 -0.53 -0.39 -0.35
H 5.669 -4.132 -11.465 -0.38 0.02 -0.12
F -3.954 -3.895 -6.823 -0.09 0.54 -0.86
O -1.707 -7.969 -12.253 -0.06 2.31 2.91
H -2.628 -9.164 -8.568 0.15 -0.66 -0.22
C -4.457 -10.293 -10.058 0.82 1.22 0.94
K -1.552 -6.215 -7.267 0.53 0.05 -0.31
H -2.732 -10.242 -7.099 0.16 -0.03 -0.37
O -3.690 -3.215 -4.646 -1.14 -1.53 0.34
H -3.581 -10.482 -10.678 0.27 -0.57 0.53
C 5.455 -3.415 -10.672 -0.10 -1.18 0.83
H -5.756 -14.410 -10.481 0.15 -0.13 0.38
F -0.175 -7.880 -10.439 -0.31 0.42 0.35
S -3.755 -6.188 -3.953 2.67 -2.34 7.68
O -3.847 -6.110 -11.672 -0.40 -0.55 0.31
O 1.909 -8.540 -4.660 -1.31 1.67 -0.25
H -5.037 -12.927 -11.009 0.03 0.32 0.35
H 2.471 -3.984 -7.378 0.15 0.32 0.07
C -4.132 -8.565 -7.154 0.18 -0.73 1.02
H -4.466 -9.203 -10.033 -0.62 0.04 -0.28
N 0.802 -6.389 -5.943 2.42 -3.73 -1.46
H -3.778 -7.544 -7.294 -0.49 -0.07 -1.08
F -2.613 -7.298 -3.929 -0.43 1.13 -0.98
N -2.128 -6.556 -9.911 4.05 -3.21 -1.95
H -5.502 -10.964 -6.794 0.07 -0.32 -0.29
H 6.419 -3.294 -8.717 0.51 -0.07 -0.38
H 4.701 -3.740 -7.672 -0.38 0.58 -0.24
C 4.749 -4.431 -8.515 -2.31 0.83 1.43
C -5.580 -10.465 -7.760 1.13 2.26 -0.91
H -4.104 -8.587 -6.064 0.50 -0.78 0.21
H -3.527 -12.606 -7.468 0.86 1.82 0.37
O 3.285 -7.286 -6.184 -0.63 1.41 0.24
F -3.860 -5.365 -9.335 -1.00 0.73 0.15
H 3.550 -2.267 -10.208 0.71 0.20 0.25
S -4.292 -4.337 -5.366 -4.60 8.12 -4.80
H 6.578 -4.922 -9.397 0.27 0.32 -0.63
O -2.409 -4.325 -10.988 0.13 0.39 0.69
C 3.953 -3.253 -10.438 -2.04 0.06 -0.68
N 3.403 -4.201 -9.315 1.94 0.31 -0.77
O -5.759 -4.478 -5.485 3.19 -0.21 1.82
C -3.275 -9.665 -7.848 -0.47 0.25 0.13
C -5.552 -8.914 -7.506 -1.90 0.03 -0.57
H -6.292 -8.644 -6.753 0.31 -0.27 0.53
O -3.352 -5.242 -2.858 -1.42 -2.40 -4.27
H -0.919 -2.529 -8.654 -0.05 0.65 -0.23
H -4.652 -14.030 -8.059 -0.43 -0.32 -0.31
C 0.079 -2.455 -8.224 -1.02 -0.89 0.42
H -5.947 -8.301 -8.316 0.30 -0.47 -0.69
H -5.987 -12.953 -8.474 0.26 0.33 0.52
C 0.854 -3.601 -8.842 2.35 1.20 -0.38
N -4.257 -10.648 -8.555 -0.11 -1.84 0.59
F 0.408 -4.374 -4.960 -0.80 0.75 -0.68
C 2.906 -5.492 -9.964 -0.09 -0.72 2.26
H 1.816 -5.505 -9.969 0.26 0.25 -0.67
H 4.685 -5.329 -7.900 0.19 -0.78 -0.99
S -1.207 -6.970 -11.278 3.15 -4.79 -2.58
C -3.829 -12.177 -8.424 -1.49 -0.03 -1.35
O -0.356 -5.970 -11.869 -0.96 0.02 1.26
S 1.065 -5.785 -4.574 -0.82 7.36 5.50
S -2.994 -5.580 -10.667 -4.52 4.46 -0.64
H 2.653 -2.451 -8.400 -0.06 -0.15 0.54
H 3.400 -3.524 -11.337 -0.02 -0.08 0.00
F 1.489 -8.499 -7.060 -0.57 1.04 1.24
O 0.164 -6.191 -3.553 0.18 -1.09 0.20
H 5.980 -2.508 -10.970 -0.28 0.11 0.38
C 5.937 -4.042 -9.346 0.62 -0.10 0.66
C -4.952 -13.204 -8.705 -0.69 -0.28 -2.54
H -6.384 -10.831 -8.398 -0.01 0.13 0.42
S 1.959 -7.579 -5.728 2.24 -5.02 -4.38
H 0.559 -1.491 -8.394 -0.25 -0.07 -0.09
O -4.913 -7.009 -3.708 0.60 1.59 -1.93
H -3.981 -14.165 -10.343 -0.15 -0.29 -0.51
C 2.332 -3.491 -8.340 0.04 -1.70 -1.49
N -3.425 -5.529 -5.492 0.94 -4.76 3.35
```
Forces are in eV/Å.


Record 3
ORCA calculation (ωB97M-V/def2-TZVPD) on C16H36F8KN6O16S8 as an isolated structure at a distorted geometry.

Total charge: -1
HOMO (Eh): -0.2487
Energy above the lowest of the compared OMol25 structures with the same formula, charge and spin (kcal/mol): 249.9

Geometry as XYZ:
```
91
Properties=species:S:1:pos:R:3:forces:R:3
H -3.593 -4.680 3.302 -0.03 0.08 0.22
S -4.661 -4.457 -2.197 -0.13 -2.58 -1.70
H 3.077 6.481 -3.034 0.36 0.38 0.39
S -3.521 4.429 -0.964 -1.76 -1.96 -5.21
C 5.027 4.855 -2.020 0.09 -1.39 -0.41
C 4.370 3.021 -4.557 0.90 -0.39 0.88
O -0.333 0.947 -6.652 1.60 -0.49 -0.82
F -3.207 3.286 -2.042 0.57 -0.41 -0.19
K -1.410 -0.529 -0.911 -0.15 -0.04 -0.32
C -3.435 -4.242 6.316 -1.60 0.76 -1.00
S -6.236 -3.254 -0.721 -6.95 1.01 2.58
C -4.092 -0.908 5.935 0.12 0.22 -0.96
O 0.636 -1.485 -5.114 0.36 -0.28 -2.01
F -3.085 -4.947 -2.155 -1.31 0.72 1.24
H -0.507 -3.741 5.778 -0.32 0.29 0.51
F -0.220 0.390 -9.034 0.56 -0.01 0.68
C -2.662 -1.511 5.617 -2.48 0.36 0.45
H -4.387 -3.874 5.933 -0.29 -0.07 0.35
O 4.380 -0.321 2.062 -1.50 -2.14 0.51
C 2.858 5.762 -2.245 -0.04 -1.42 -0.73
F 2.791 -3.279 -0.772 0.73 0.71 0.50
O -3.139 5.599 -1.765 -0.70 -1.54 2.44
O -0.045 -3.096 -6.943 2.90 2.66 1.68
C 5.891 2.857 -4.186 -0.11 0.87 -0.34
S -0.229 -0.200 -7.532 -2.20 2.28 -1.68
H -3.201 -3.638 7.193 0.50 -0.03 -0.34
H 6.288 2.264 -5.010 0.40 -0.03 0.41
H 3.803 2.510 -1.960 -0.56 -0.24 -0.23
O 3.220 -2.236 3.343 1.31 1.14 -1.62
H -2.284 -1.919 6.554 0.52 0.33 -0.16
F -6.320 -1.766 -0.104 0.49 -0.18 0.06
H -4.795 -1.508 6.513 0.38 0.07 0.41
N 3.631 4.526 -2.614 1.67 0.27 0.45
C -2.726 -2.621 4.548 2.04 0.46 0.16
H -1.450 -6.019 2.681 -0.18 -0.22 -0.06
O -1.464 -0.950 -7.522 1.47 -0.14 -0.29
O 4.635 -3.362 0.831 -2.08 3.05 -1.69
H 2.113 3.225 -2.352 -0.09 -0.96 0.58
S 3.807 -2.357 0.094 0.82 -2.03 -2.30
S -2.839 4.778 1.254 -2.18 2.49 7.96
O 4.446 -1.496 -0.938 -1.77 -1.77 3.01
S 3.277 -1.285 2.226 0.94 3.47 8.27
C 3.351 6.065 -0.838 -1.52 0.16 0.26
H -3.605 -5.273 6.625 0.62 -0.08 -0.43
O -5.477 -5.657 -1.903 2.13 2.53 0.50
H 3.905 2.124 -4.147 -0.48 -0.07 -0.92
C -1.161 -4.588 5.569 2.24 2.15 0.06
H -0.454 -6.404 4.781 0.03 -0.26 -0.32
H -3.098 -6.052 4.316 -0.07 0.32 0.66
N 2.536 -1.664 1.027 1.20 -3.57 -7.71
H -1.353 -5.118 6.502 0.16 -0.13 -0.36
C -1.449 -5.148 3.337 1.02 -1.69 -1.95
O -2.577 6.216 1.059 -0.20 -2.63 -0.13
O -4.077 4.455 2.048 2.89 0.79 -2.58
F 1.989 -0.390 2.647 0.06 1.24 1.01
O -4.722 -4.025 -3.552 0.01 0.79 0.53
H 4.339 3.186 -5.634 -0.16 -1.16 -0.19
S 0.863 -1.991 -6.475 -0.41 -6.02 1.38
N -4.743 -3.207 -1.059 2.53 -2.85 -1.95
N 1.285 -1.014 -7.641 -3.74 2.24 1.00
H 5.653 5.349 -2.762 -0.46 0.39 0.04
H 0.632 -5.205 4.179 -0.30 0.90 0.25
H 2.639 4.472 -4.451 -0.23 -1.03 -0.18
H 4.191 5.068 -4.673 0.32 0.57 0.77
H 5.381 6.490 -0.605 0.62 -0.53 0.16
H 3.132 7.128 -0.735 0.49 -0.03 0.74
H -1.059 -4.414 2.633 -0.78 0.80 0.32
H -2.168 -0.581 5.335 0.87 -0.74 -0.35
C -0.415 -5.373 4.432 -2.46 -0.77 1.27
H 6.205 2.464 -3.219 -0.86 -0.96 -0.04
N -2.528 -4.032 5.118 -0.97 -2.62 0.73
H -3.613 -2.534 3.920 -0.30 -0.61 0.45
H -1.894 -2.539 3.848 0.11 0.19 0.04
F -1.753 4.306 2.361 0.38 0.14 -0.84
H 2.805 5.494 -0.086 -0.68 0.48 -0.21
H -4.654 -0.663 5.034 0.17 -0.56 -0.61
O -4.909 4.062 -0.690 2.09 1.79 0.22
C 3.069 3.306 -1.835 0.64 1.36 -1.41
C 3.667 4.267 -4.151 -0.05 1.27 1.73
C 4.790 5.579 -0.695 -0.01 0.70 -1.37
O -6.722 -4.052 0.442 1.81 1.30 -2.48
O -7.158 -3.141 -1.855 1.71 -0.66 1.53
F 2.332 -2.651 -6.391 -0.44 -0.06 0.26
N -2.456 3.804 0.126 -0.84 1.15 -1.64
H -3.992 0.125 6.268 0.15 -0.30 1.00
H 4.949 4.864 0.113 -0.10 0.51 0.19
H 5.476 3.872 -1.883 0.17 0.25 0.17
H 6.447 3.789 -4.086 -0.11 0.44 -0.97
H 1.807 5.514 -2.396 -0.17 0.16 0.54
H 3.007 3.523 -0.768 -0.25 0.20 -0.29
C -2.822 -5.054 3.975 0.87 1.25 -0.58
```
Forces are in eV/Å.


The records above yield energy values of -2050.12021; -5395.55247; -6747.69776 Ha, respectively.